ORCA calculation (wB97M-V/def2-TZVPD) on the molecule C4H5N3O in a non-equilibrium geometry.

Each atom is followed by the atoms it is bonded to, with distances in Å.
Cartesian coordinates (Å):
1 C -2.891 -1.037 -0.265  C2 1.379, H9 1.148, H10 1.243
2 C -1.719 -0.315 -0.200  C1 1.379, O3 1.391, H11 1.022
3 O -0.403 -0.735 -0.363  C2 1.391, C4 1.398
4 C 0.657 0.083 0.038  O3 1.398, C5 1.449, N8 1.301
5 C 2.073 -0.186 -0.105  C4 1.449, N6 1.304, H12 1.158
6 N 2.557 0.997 0.148  C5 1.304, N7 1.455, H13 0.944
7 N 1.607 1.955 0.693  N6 1.455, N8 1.316
8 N 0.500 1.250 0.592  C4 1.301, N7 1.316
9 H -3.756 -0.285 -0.203  C1 1.148
10 H -2.890 -2.278 -0.186  C1 1.243
11 H -1.725 0.685 0.010  C2 1.022
12 H 2.502 -1.205 -0.452  C5 1.158
13 H 3.487 1.070 0.292  N6 0.944

## Properties
**LUMO energy**: 0.79 eV
**Structure (SMILES)**: C=COc1c[nH]nn1

ORCA calculation (wB97M-V/def2-TZVPD) on the molecule C6H6O3 in a non-equilibrium geometry.

Each atom is followed by the atoms it is bonded to, with distances in Å.
Cartesian coordinates (Å):
1 O 3.535 0.251 0.360  C2 1.150
2 C 2.592 0.443 -0.268  O1 1.150, C3 1.311
3 C 1.518 0.719 -0.969  C2 1.311, C4 1.523, H10 1.064
4 C 0.225 1.385 -0.515  C3 1.523, C5 1.341, H11 1.046
5 C -0.521 0.915 0.496  C4 1.341, C6 1.440, H12 0.993
6 C -0.558 -0.325 1.226  C5 1.440, C7 1.346, H13 1.053
7 C -0.322 -1.556 0.735  C6 1.346, O8 1.367, O9 1.383
8 O 0.303 -1.863 -0.442  C7 1.367, H14 1.028
9 O -0.612 -2.691 1.470  C7 1.383, H15 0.955
10 H 1.371 0.325 -1.946  C3 1.064
11 H 0.157 2.254 -1.093  C4 1.046
12 H -1.228 1.554 0.774  C5 0.993
13 H -0.977 -0.545 2.167  C6 1.053
14 H 0.903 -1.111 -0.804  O8 1.028
15 H 0.183 -3.215 1.551  O9 0.955

## Properties
**LUMO energy**: 0.57 eV
**Structure (SMILES)**: O=C=C/C=C\C=C(O)O